(1)
{"formula": "C4H11N2O", "method": "the ωB97M-V functional and the def2-TZVPD basis", "smiles": "CC[C@@H]([NH3+])C(N)=O", "orbital_gap_ev": 11.432, "lumo_ha": -0.126, "total_charge": 1, "species": ["O", "C", "N", "C", "N", "C", "C", "H", "H", "H", "H", "H", "H", "H", "H", "H", "H", "H"], "xyz": [[1.23881, -1.57428, 1.46894], [1.36337, -0.88584, 0.46987], [2.04768, -1.33684, -0.60451], [0.37379, 0.28989, 0.26229], [-0.22960, 0.39776, 1.63156], [-1.81224, 0.90128, -0.95363], [-0.52718, 0.02800, -0.91793], [2.25647, -0.73539, -1.38377], [2.67168, -2.10109, -0.38426], [0.89588, 1.22583, 0.08200], [0.35667, 0.95171, 2.25755], [-1.11906, 0.90221, 1.70427], [-0.30853, -0.59179, 1.94012], [-2.69677, 0.29805, -0.77840], [-1.80300, 1.62952, -0.14838], [-1.80843, 1.56205, -1.81851], [-0.00291, 0.04162, -1.87361], [-0.89664, -1.00272, -0.95361]], "forces_ev_per_a": [[0.21, 0.44, 0.42], [-0.92, -1.34, -1.04], [0.21, 0.75, 0.66], [1.68, 0.31, -0.07], [-1.14, 0.49, -0.23], [1.07, 0.53, 0.43], [-2.11, -0.85, -0.28], [0.13, -0.07, -0.04], [0.04, -0.01, -0.32], [0.16, 0.14, 0.08], [0.48, -0.60, 0.06], [-0.18, -0.41, -0.60], [0.30, 0.30, 0.54], [-0.17, 0.12, -0.60], [0.03, 0.20, 0.39], [-0.54, -0.48, -0.29], [0.45, 0.62, 0.30], [0.30, -0.14, 0.59]], "nbo_charge": [-0.61, 0.66, -0.78, -0.14, -0.68, -0.62, -0.44, 0.41, 0.43, 0.24, 0.45, 0.44, 0.48, 0.24, 0.18, 0.25, 0.25, 0.24]}

***

(2)
{"formula": "C4H14N2O2", "method": "the ωB97M-V functional and the def2-TZVPD basis", "smiles": "NCNCCCO.O", "orbital_gap_ev": 9.482, "lumo_ha": 0.029, "species": ["C", "C", "C", "O", "N", "C", "N", "H", "H", "H", "H", "H", "H", "H", "H", "H", "H", "H", "H", "H", "H", "O"], "xyz": [[-0.73452, -0.47468, 0.12792], [0.01870, -0.22573, -1.20446], [-0.79991, -0.30842, -2.53428], [-2.08492, -0.64004, -2.25730], [-1.15265, 0.78063, 0.81809], [-0.42853, 1.12508, 2.12670], [1.01725, 0.95696, 1.91235], [-0.15548, -1.14717, 0.73624], [-1.64317, -1.23100, 0.08733], [0.46392, 0.71014, -1.21558], [0.60407, -1.13767, -1.38665], [-0.98487, 0.65652, -2.92113], [-0.40373, -0.89965, -3.36747], [-2.23917, -1.64039, -2.27484], [-0.83226, 1.56373, 0.23184], [-0.82250, 0.36016, 2.88956], [-0.70520, 2.26622, 2.23254], [1.41843, 1.83277, 1.63371], [1.51953, 0.60023, 2.72807], [3.33871, -1.26561, 0.50512], [2.14784, -0.51483, 0.68249], [2.45848, -1.36725, 0.44973]], "forces_ev_per_a": [[-1.92, -0.95, 0.12], [-1.67, -3.66, -1.08], [0.09, 0.97, 0.64], [-3.55, -3.76, -0.09], [1.07, 0.66, 0.60], [-1.18, -0.40, -1.75], [-0.05, -0.36, 0.85], [1.11, 0.51, 0.64], [1.16, 1.94, -0.76], [1.71, 1.36, 0.32], [1.11, 0.86, 0.81], [0.72, 1.53, -0.68], [0.55, -0.14, 0.46], [0.43, 2.19, 0.17], [-0.59, -0.59, -0.04], [0.69, 1.70, -0.73], [0.29, -2.42, 0.64], [0.32, 0.31, 0.03], [-0.28, 0.32, -0.25], [5.08, 0.10, 0.18], [-1.27, 1.50, 0.49], [-3.82, -1.67, -0.57]], "nbo_charge": [-0.24, -0.46, -0.05, -0.71, -0.63, -0.06, -0.89, 0.20, 0.19, 0.20, 0.23, 0.16, 0.16, 0.46, 0.33, 0.20, 0.18, 0.36, 0.37, 0.45, 0.48, -0.94]}

***

(3)
{"formula": "C22H26N3OV", "method": "the ωB97M-V functional and the def2-TZVPD basis", "orbital_gap_ev": [4.855, 7.198], "lumo_ha": [0.109, 0.106], "total_charge": -1, "multiplicity": 4, "species": ["V", "C", "C", "C", "C", "C", "C", "C", "C", "C", "C", "H", "H", "H", "H", "H", "H", "H", "H", "H", "H", "H", "H", "H", "H", "H", "N", "C", "O", "C", "C", "C", "C", "N", "C", "H", "H", "H", "H", "H", "H", "N", "C", "C", "C", "C", "C", "C", "H", "H", "H", "H", "H"], "xyz": [[0.28846, 0.73242, -0.11511], [2.54892, 0.71812, 0.22910], [2.34400, -0.08319, -0.92838], [1.56834, -1.21010, -0.54764], [1.28968, -1.10762, 0.83796], [1.90310, 0.07956, 1.32475], [1.87989, 0.56580, 2.74122], [0.51110, -2.10297, 1.64458], [1.10633, -2.31807, -1.44745], [2.91558, 0.16863, -2.29229], [3.36405, 1.97356, 0.30625], [1.89507, 1.65501, 2.78685], [2.73715, 0.18941, 3.30939], [0.97237, 0.24245, 3.25148], [-0.19962, -2.64075, 1.01542], [-0.05580, -1.61811, 2.44025], [1.16810, -2.84462, 2.11102], [0.02516, -2.29387, -1.60758], [1.36129, -3.29372, -1.02578], [1.57859, -2.24979, -2.42715], [2.27078, -0.21630, -3.08257], [3.89428, -0.30849, -2.40755], [3.05355, 1.23483, -2.48029], [2.96230, 2.65971, 1.05253], [3.37587, 2.50016, -0.64863], [4.40346, 1.75969, 0.57601], [0.38531, 1.37103, -5.61923], [-0.60581, 0.37769, -5.50587], [-1.00007, -0.18053, -6.53124], [-1.07556, 0.03834, -4.18294], [-2.16763, -0.89433, -4.00385], [-2.58671, -1.15089, -2.71605], [-1.96079, -0.57144, -1.62327], [-0.85422, 0.25951, -1.79157], [-0.47675, 0.53748, -3.03070], [0.47247, 1.66916, -6.57879], [0.31796, 2.14091, -4.97282], [-2.62927, -1.34382, -4.86982], [-3.42336, -1.81724, -2.53699], [-2.28115, -0.72683, -0.60304], [0.39267, 1.18364, -3.10761], [-0.60682, 1.86091, 0.82249], [-1.18890, 2.84319, 1.55191], [-2.55692, 2.79049, 1.89729], [-3.14937, 3.79281, 2.64384], [-2.41165, 4.88593, 3.08933], [-1.06283, 4.95496, 2.76248], [-0.46014, 3.96123, 2.00880], [-3.13307, 1.94082, 1.55203], [-4.20437, 3.72010, 2.88525], [-2.87880, 5.66741, 3.67558], [-0.47127, 5.80023, 3.09793], [0.59001, 4.02719, 1.74862]], "forces_ev_per_a": [[0.03, -0.07, 0.13], [-0.02, -0.03, 0.02], [-0.05, 0.00, -0.03], [0.05, 0.04, 0.04], [-0.03, -0.01, -0.06], [0.03, 0.02, -0.03], [-0.01, 0.01, 0.03], [-0.01, -0.02, 0.00], [-0.01, 0.00, -0.01], [0.03, 0.01, -0.01], [0.01, 0.01, 0.00], [0.00, -0.01, 0.00], [0.00, 0.00, -0.01], [0.00, 0.00, 0.00], [0.00, 0.00, 0.00], [0.00, 0.00, 0.00], [0.00, 0.00, 0.00], [0.01, -0.01, 0.01], [0.01, 0.00, 0.00], [-0.01, 0.01, 0.00], [0.00, 0.00, 0.00], [0.00, 0.00, 0.01], [-0.01, 0.00, 0.01], [0.00, 0.00, 0.00], [-0.01, 0.00, 0.00], [0.00, 0.00, 0.00], [-0.01, 0.00, 0.00], [0.01, -0.03, -0.04], [-0.01, 0.01, 0.01], [0.00, 0.01, 0.00], [0.01, 0.01, 0.02], [-0.03, -0.02, -0.04], [0.05, 0.04, 0.03], [-0.03, -0.07, -0.01], [0.02, 0.00, 0.02], [0.01, 0.00, 0.00], [0.00, 0.00, 0.00], [0.00, 0.00, 0.00], [0.00, 0.00, 0.00], [-0.02, -0.01, -0.01], [0.00, -0.01, 0.01], [-0.07, 0.16, -0.24], [0.04, -0.07, 0.15], [0.02, 0.02, -0.02], [0.02, 0.00, 0.00], [-0.05, 0.01, 0.01], [0.05, -0.02, -0.02], [-0.04, 0.04, 0.05], [0.00, 0.00, 0.00], [0.00, 0.01, 0.00], [0.00, 0.00, 0.00], [0.01, 0.00, 0.00], [0.00, -0.01, -0.01]], "mulliken_spin": [1.96, 0.10, 0.16, -0.17, 0.18, -0.27, 0.01, 0.01, -0.01, 0.03, 0.01, 0.00, 0.00, 0.00, -0.01, 0.00, 0.00, 0.00, 0.00, 0.00, 0.00, 0.00, -0.01, 0.00, -0.01, 0.00, 0.02, -0.02, 0.08, 0.17, 0.42, -0.16, 0.45, -0.02, 0.00, 0.00, 0.00, 0.06, -0.01, 0.04, -0.01, -0.03, 0.07, 0.00, 0.01, -0.01, 0.01, -0.01, 0.00, 0.00, 0.00, 0.00, 0.00]}

***

Per-record ΔE to the lowest compared entry with this formula, charge and spin, kcal per mole: 22.9, 67.2, 0.0
Per-record max |F|, eV Å⁻¹: 2.3, 5.2, 0.3
Per-record molar mass, g/mol: 103.1, 122.2, 399.4